(1)
{"formula": "C6H60NO28S", "method": "ωB97M-V/def2-TZVPD", "de_lowest_kcal_mol": 46.03, "energy_ha": -2823.96766, "homo_ev": -5.65, "spin_multiplicity": 1, "charge": -1, "elements": ["C", "O", "C", "C", "N", "H", "H", "C", "C", "O", "C", "H", "H", "H", "H", "H", "H", "H", "H", "H", "H", "H", "H", "H", "H", "S", "O", "O", "O", "O", "O", "H", "H", "O", "H", "H", "O", "H", "H", "O", "H", "H", "O", "H", "H", "O", "H", "H", "O", "H", "H", "O", "H", "H", "O", "H", "H", "O", "H", "H", "O", "H", "H", "O", "H", "H", "O", "H", "H", "O", "H", "H", "O", "H", "H", "O", "H", "H", "O", "H", "H", "O", "H", "H", "O", "H", "H", "O", "H", "H", "O", "H", "H", "O", "H", "H"], "coordinates": [[3.319, -1.460, 0.838], [2.358, -0.923, -0.059], [1.050, -1.165, 0.162], [0.204, -0.406, -0.805], [-1.279, -0.687, -0.727], [-1.592, -0.319, -1.556], [-1.435, -1.768, -0.698], [-2.164, -0.142, 0.300], [-2.117, 1.455, 0.468], [-3.061, 1.667, 1.363], [-3.554, 3.015, 1.634], [3.283, -2.655, 1.031], [2.857, -1.013, 1.880], [4.370, -1.250, 0.795], [0.650, -0.581, 1.048], [0.637, -2.304, 0.489], [0.646, -0.670, -1.750], [0.216, 0.574, -0.706], [-2.102, -0.728, 1.301], [-3.060, -0.406, -0.112], [-2.657, 1.764, -0.521], [-1.133, 1.828, 0.462], [-2.878, 3.809, 2.036], [-4.545, 3.042, 2.250], [-3.895, 3.202, 0.673], [-1.583, 0.210, -4.427], [-2.605, -0.719, -4.899], [-1.931, 0.625, -3.036], [-0.257, -0.425, -4.279], [-1.621, 1.418, -5.223], [1.684, -0.532, 3.830], [0.890, -0.543, 4.392], [1.536, 0.381, 3.450], [1.779, 2.453, 0.571], [1.426, 2.679, -0.423], [2.604, 1.997, 0.267], [3.391, -2.086, -2.344], [3.180, -1.187, -1.894], [2.890, -1.827, -3.015], [6.949, -1.781, 1.541], [6.601, -2.526, 2.007], [7.962, -1.745, 1.656], [-0.889, -5.344, 1.921], [-0.555, -4.817, 2.757], [-0.986, -4.677, 1.178], [-6.879, 4.101, 4.298], [-7.492, 4.521, 4.753], [-7.128, 3.834, 3.384], [-2.893, 6.816, 0.850], [-2.211, 6.143, 0.381], [-3.838, 6.681, 0.559], [-1.185, -3.372, -0.728], [-1.790, -3.783, -1.360], [-0.301, -3.668, -1.095], [1.973, 0.349, -3.456], [1.121, 0.051, -3.728], [1.763, 1.150, -3.198], [3.055, -2.939, 3.242], [2.989, -2.020, 3.493], [3.871, -3.160, 2.673], [1.138, 1.799, 2.476], [0.438, 2.163, 2.732], [1.299, 2.113, 1.612], [-4.812, 0.053, 2.136], [-4.322, 0.635, 1.621], [-4.886, 0.473, 3.060], [-6.381, 3.177, -0.360], [-5.870, 3.003, -1.198], [-6.365, 4.013, -0.196], [-3.138, -2.155, 2.184], [-3.578, -2.677, 1.435], [-3.694, -1.389, 2.504], [5.610, 0.160, 2.346], [6.125, -0.558, 1.921], [5.327, 0.613, 1.407], [-1.286, 3.097, -2.601], [-1.530, 3.608, -3.419], [-1.735, 2.093, -2.823], [1.429, -4.173, -1.705], [1.007, -4.262, -2.582], [2.198, -3.772, -2.068], [-4.399, 0.725, -2.401], [-3.496, 0.807, -2.838], [-4.694, 1.682, -2.479], [1.241, 2.772, -2.163], [0.269, 2.903, -2.367], [1.928, 3.428, -2.758], [0.468, -2.791, -3.828], [0.393, -1.858, -4.108], [0.695, -3.372, -4.516], [5.298, -3.898, 1.979], [6.009, -3.991, 2.636], [5.306, -4.602, 1.421], [6.396, 0.106, -0.605], [5.671, 0.603, -0.325], [6.342, -0.687, -0.048]]}

***

(2)
{"formula": "C5H6N", "method": "ωB97M-V/def2-TZVPD", "de_lowest_kcal_mol": 188.88, "energy_ha": -248.31469, "homo_ev": [-16.01, -15.90], "spin_multiplicity": 1, "charge": 1, "elements": ["C", "C", "C", "C", "C", "N", "H", "H", "H", "H", "H", "H"], "coordinates": [[-0.859, 0.675, -0.563], [1.278, -0.347, -0.457], [0.454, 0.867, -0.065], [0.064, -1.231, 0.056], [-0.528, 0.006, 0.865], [-1.175, -0.628, -0.370], [-1.558, 1.512, -0.645], [1.602, -0.380, -1.477], [2.120, -0.605, 0.251], [0.805, 1.860, 0.248], [-0.038, -2.303, 0.279], [-2.165, 0.574, 1.877]]}

***

(3)
{"formula": "C26H33N3O6", "method": "ωB97M-V/def2-TZVPD", "de_lowest_kcal_mol": 0.00, "energy_ha": -1626.30399, "homo_ev": -8.13, "spin_multiplicity": 1, "charge": 0, "elements": ["C", "C", "O", "C", "C", "C", "N", "C", "O", "C", "N", "C", "O", "C", "N", "C", "O", "C", "H", "H", "H", "H", "H", "H", "C", "C", "C", "C", "C", "C", "C", "H", "O", "C", "O", "H", "H", "H", "H", "H", "H", "C", "C", "C", "C", "C", "C", "H", "H", "C", "H", "H", "H", "H", "H", "H", "H", "H", "H", "H", "H", "H", "H", "H", "H", "H", "H", "H"], "coordinates": [[-6.245, -1.568, -0.802], [-5.952, -0.111, -0.488], [-4.643, -0.004, 0.043], [-4.341, 1.262, 0.589], [-4.219, 2.396, -0.437], [-3.233, 2.083, -1.559], [-1.897, 1.868, -1.052], [-1.076, 0.956, -1.588], [-1.325, 0.319, -2.593], [0.221, 0.690, -0.793], [-0.126, -0.374, 0.155], [-0.938, -0.081, 1.184], [-1.248, 1.072, 1.464], [-1.565, -1.230, 1.971], [-2.497, -1.962, 1.141], [-2.351, -3.283, 0.899], [-1.418, -3.925, 1.346], [-3.429, -3.874, 0.024], [-3.186, -4.910, -0.193], [-3.502, -3.313, -0.903], [-4.387, -3.832, 0.537], [-3.266, -1.444, 0.734], [-2.092, -0.778, 2.818], [-0.829, -1.942, 2.350], [0.379, -1.692, -0.197], [1.883, -1.710, -0.075], [2.460, -1.702, 1.187], [3.839, -1.660, 1.369], [4.616, -1.627, 0.237], [4.045, -1.643, -1.037], [2.685, -1.682, -1.219], [2.260, -1.704, -2.209], [5.037, -1.611, -1.979], [6.252, -1.576, -1.262], [5.979, -1.583, 0.123], [6.808, -0.661, -1.523], [6.860, -2.456, -1.523], [4.283, -1.657, 2.350], [1.822, -1.738, 2.057], [-0.041, -2.453, 0.457], [0.074, -1.914, -1.225], [0.878, 1.896, -0.168], [0.816, 3.131, -0.802], [1.464, 4.229, -0.268], [2.197, 4.124, 0.907], [2.275, 2.883, 1.524], [1.631, 1.781, 0.992], [1.719, 0.825, 1.485], [2.850, 2.773, 2.431], [2.875, 5.325, 1.494], [3.679, 5.029, 2.163], [3.281, 5.962, 0.711], [2.158, 5.914, 2.066], [1.402, 5.182, -0.774], [0.265, 3.233, -1.725], [0.933, 0.255, -1.503], [-1.656, 2.253, -0.147], [-3.225, 2.916, -2.275], [-3.527, 1.177, -2.098], [-5.193, 2.610, -0.882], [-3.892, 3.288, 0.099], [-3.386, 1.137, 1.104], [-5.105, 1.536, 1.332], [-6.676, 0.272, 0.248], [-6.044, 0.490, -1.403], [-5.524, -1.944, -1.523], [-7.243, -1.660, -1.220], [-6.184, -2.168, 0.102]]}

***

(4)
{"formula": "C29H29BCl5CsF16KLiN2NaO13PS3", "method": "ωB97M-V/def2-TZVPD", "de_lowest_kcal_mol": 0.00, "energy_ha": -8459.06960, "homo_ev": -6.10, "spin_multiplicity": 1, "charge": 0, "elements": ["C", "B", "O", "C", "C", "C", "C", "C", "C", "C", "Cl", "C", "C", "Cl", "S", "C", "C", "C", "C", "C", "C", "F", "F", "C", "F", "F", "C", "F", "F", "C", "F", "F", "C", "F", "F", "C", "F", "F", "F", "C", "C", "C", "N", "H", "H", "H", "H", "H", "H", "H", "H", "H", "H", "H", "H", "H", "H", "H", "H", "H", "Li", "F", "C", "O", "O", "O", "O", "H", "H", "C", "O", "P", "O", "O", "C", "O", "C", "H", "H", "H", "H", "H", "H", "H", "H", "H", "K", "Cs", "C", "Cl", "Cl", "Cl", "H", "N", "S", "O", "O", "F", "S", "O", "O", "F", "Na"], "coordinates": [[4.121, 0.347, 1.921], [3.542, 1.115, 0.604], [3.830, 2.449, 0.485], [2.646, 0.389, -0.467], [1.748, -0.499, 0.062], [0.871, -1.224, -0.724], [0.856, -1.056, -2.085], [1.764, -0.169, -2.680], [2.666, 0.541, -1.872], [3.681, 1.462, -2.439], [5.255, 0.737, -2.687], [3.475, 2.743, -2.712], [2.108, 3.373, -2.500], [4.729, 3.775, -3.336], [-0.356, -2.041, -2.977], [-1.710, -2.064, -1.769], [-3.053, -2.014, -2.177], [-4.070, -2.020, -1.245], [-5.516, -1.901, -1.680], [-5.979, -0.438, -1.317], [-6.940, -0.400, -0.151], [-6.795, -1.476, 0.717], [-8.187, -0.532, -0.643], [-6.907, 0.865, 0.770], [-6.055, 0.712, 1.813], [-8.136, 0.900, 1.352], [-6.763, 2.264, 0.081], [-7.401, 3.150, 0.882], [-7.476, 2.238, -1.043], [-5.305, 2.807, -0.128], [-4.315, 1.947, 0.212], [-5.156, 3.885, 0.677], [-4.999, 3.323, -1.562], [-5.139, 2.367, -2.487], [-5.830, 4.328, -1.871], [-3.555, 3.880, -1.744], [-3.476, 4.345, -3.005], [-3.241, 4.882, -0.950], [-2.608, 2.902, -1.672], [-3.776, -2.110, 0.134], [-2.477, -2.156, 0.563], [-1.354, -2.111, -0.452], [0.054, -2.102, -0.026], [4.770, -0.528, 1.668], [4.773, 1.077, 2.488], [3.291, 0.064, 2.627], [3.978, 2.832, 1.358], [1.699, -0.667, 1.142], [1.804, -0.041, -3.759], [1.339, 2.670, -2.902], [2.105, 4.336, -3.041], [1.939, 3.615, -1.446], [-3.280, -1.947, -3.239], [-6.154, -2.666, -1.231], [-5.556, -2.004, -2.769], [-6.474, -0.056, -2.254], [-5.062, 0.143, -1.186], [-4.551, -2.136, 0.894], [-2.290, -2.166, 1.676], [0.085, -1.875, 0.943], [1.018, 3.415, -4.679], [-7.434, 0.712, -3.337], [-6.687, 1.973, -6.189], [-5.830, 2.580, -6.824], [-6.514, 0.834, -5.672], [-7.848, 2.374, -5.943], [-7.493, -4.220, 0.415], [-7.898, -4.692, 1.149], [-7.518, -3.293, 0.680], [1.380, -1.684, 7.494], [0.834, -2.955, 7.203], [0.801, -3.496, 5.564], [2.139, -2.795, 5.238], [-0.449, -2.487, 5.174], [-1.653, -2.602, 5.945], [0.751, -4.114, 3.953], [1.789, -5.038, 3.635], [1.050, -1.411, 8.499], [2.470, -1.729, 7.488], [1.028, -0.927, 6.786], [-1.700, -1.783, 6.663], [-1.697, -3.545, 6.488], [-2.512, -2.536, 5.274], [1.863, -5.814, 4.398], [2.744, -4.520, 3.544], [1.552, -5.506, 2.678], [-0.712, -2.744, 2.289], [3.741, -0.726, 4.028], [8.364, 1.977, 0.857], [9.085, 0.436, 1.278], [7.194, 1.772, -0.445], [7.578, 2.714, 2.269], [9.150, 2.637, 0.512], [12.329, 1.376, -2.441], [10.783, 1.344, -2.149], [10.270, 0.145, -1.564], [9.935, 2.025, -3.075], [10.767, 2.356, -0.891], [12.765, 0.412, -3.614], [14.174, 0.208, -3.646], [12.108, 0.594, -4.867], [12.230, -1.010, -3.127], [-1.129, 1.683, -3.883]]}